Model A:
The following is a quantum chemistry calculation of a structure of composition C43H34F4N7O7PS2Ti, from the OMol25 dataset.

The geometry in ORCA input format:
```
! wB97M-V def2-TZVPD RIJCOSX def2/J DEFGRID3
* xyz -2 3
Ti 0.09 -0.10 0.32
C -0.60 -5.34 4.60
C -1.41 -4.11 4.19
C -2.61 -3.94 5.13
C -1.92 -4.32 2.76
C -0.54 -2.85 4.30
C 0.14 -2.56 5.50
C 0.88 -1.41 5.67
C 0.97 -0.52 4.61
S 1.70 1.05 4.51
C 1.13 1.21 2.87
N 0.48 0.17 2.44
C 0.33 -0.81 3.41
C -0.43 -1.97 3.25
C 1.33 2.45 2.11
C 2.37 3.31 2.46
C 2.54 4.52 1.83
C 1.63 4.90 0.83
C 0.60 4.07 0.48
C 0.44 2.82 1.08
H -1.22 -6.24 4.49
H -0.28 -5.30 5.64
H 0.28 -5.45 3.97
H -3.24 -4.83 5.09
H -3.22 -3.08 4.82
H -2.30 -3.79 6.16
H -2.48 -5.25 2.72
H -1.10 -4.37 2.04
H -2.60 -3.51 2.46
H 0.06 -3.25 6.33
H 1.37 -1.21 6.62
H -0.92 -2.13 2.30
H 3.07 3.01 3.23
H 3.36 5.17 2.09
H 1.75 5.86 0.33
H -0.11 4.35 -0.29
O 6.95 -1.58 -1.27
C 6.55 -0.41 -1.15
O 7.15 0.68 -1.30
C 5.05 -0.26 -0.78
C 4.48 1.00 -0.67
C 3.14 1.11 -0.35
N 2.36 0.04 -0.13
C 2.91 -1.18 -0.24
C 4.24 -1.37 -0.56
C 1.96 -2.35 -0.04
O 2.33 -3.49 -0.23
O 0.76 -1.99 0.32
H 5.09 1.87 -0.84
H 2.66 2.08 -0.26
H 4.65 -2.36 -0.65
F -6.86 0.99 1.15
C -6.36 1.59 0.06
C -7.23 2.29 -0.72
F -8.51 2.31 -0.35
C -6.84 2.99 -1.89
C -5.45 2.90 -2.15
C -4.58 2.21 -1.35
F -3.29 2.16 -1.75
C -4.97 1.50 -0.19
C -4.06 0.75 0.59
C -2.58 0.81 0.46
N -1.87 -0.24 0.37
C -4.50 -0.24 1.50
N -4.79 -1.09 2.23
F -4.94 3.49 -3.24
C -7.74 3.70 -2.72
C -7.35 4.43 -3.88
N -7.10 5.03 -4.83
C -9.14 3.76 -2.48
N -10.29 3.86 -2.36
C 2.28 -1.56 -5.05
C 1.66 -1.37 -3.68
O 0.31 -0.89 -3.86
P -0.41 -0.39 -2.49
O -1.82 0.06 -3.10
C -2.99 -0.75 -2.86
C -4.02 -0.39 -3.90
O 0.26 1.06 -2.20
C 0.06 2.25 -2.99
C 1.40 2.89 -3.25
H 3.30 -1.92 -4.94
H 2.30 -0.61 -5.59
H 1.71 -2.28 -5.63
H 2.24 -0.65 -3.10
H 1.64 -2.31 -3.13
H -3.35 -0.53 -1.85
H -2.73 -1.81 -2.90
H -4.24 0.68 -3.86
H -4.95 -0.94 -3.71
H -3.66 -0.63 -4.90
H -0.59 2.91 -2.41
H -0.45 2.00 -3.91
H 1.90 3.16 -2.31
H 1.27 3.80 -3.84
H 2.06 2.21 -3.80
S -2.60 3.52 1.20
C -1.84 2.13 0.72
N -0.52 1.90 0.63
*
```

Results
⟨S²⟩: 2.0494
E_HOMO (alpha / beta) in eV: -2.625 / -3.326

Results of the Löwdin charge analysis, in e, for atoms 1 through 6: atom 1 (Ti): 0.974, atom 2 (C): -0.054, atom 3 (C): -0.555, atom 4 (C): -0.044, atom 5 (C): -0.053, atom 6 (C): -0.153

Model B:
The following is a quantum chemistry calculation of a structure of composition C43H34F4N7O7PS2Ti, from the OMol25 dataset.

The geometry in ORCA input format:
```
! wB97M-V def2-TZVPD RIJCOSX def2/J DEFGRID3
* xyz -2 3
Ti 0.39 0.42 -0.02
C -0.68 -5.12 4.16
C -1.58 -4.05 3.53
C -2.98 -4.13 4.16
C -1.71 -4.33 2.04
C -0.99 -2.66 3.80
C -0.87 -2.20 5.13
C -0.38 -0.95 5.41
C 0.00 -0.13 4.35
S 0.58 1.50 4.38
C 0.65 1.50 2.65
N 0.32 0.37 2.09
C -0.08 -0.58 3.04
C -0.58 -1.85 2.77
C 1.09 2.64 1.86
C 1.50 3.83 2.46
C 1.98 4.86 1.68
C 2.09 4.66 0.31
C 1.68 3.46 -0.27
C 1.12 2.41 0.47
H -1.11 -6.11 4.01
H -0.55 -4.96 5.24
H 0.31 -5.10 3.70
H -3.41 -5.12 3.97
H -3.64 -3.38 3.72
H -2.96 -3.98 5.24
H -2.18 -5.30 1.88
H -0.73 -4.36 1.55
H -2.32 -3.58 1.54
H -1.18 -2.84 5.95
H -0.31 -0.59 6.44
H -0.70 -2.14 1.74
H 1.45 3.95 3.54
H 2.30 5.79 2.13
H 2.51 5.44 -0.32
H 1.82 3.35 -1.34
O -6.41 3.01 0.74
C -5.45 3.80 0.79
O -5.41 5.03 0.96
C -4.07 3.13 0.60
C -2.97 3.88 0.19
C -1.75 3.25 -0.01
N -1.57 1.95 0.15
C -2.63 1.23 0.54
C -3.87 1.77 0.79
C -2.39 -0.26 0.57
O -3.17 -1.04 1.07
O -1.27 -0.59 -0.03
H -3.08 4.94 0.05
H -0.87 3.83 -0.28
H -4.69 1.13 1.09
F 0.73 -5.69 -3.73
C 1.52 -4.63 -3.95
C 2.30 -4.65 -5.07
F 2.21 -5.72 -5.87
C 3.22 -3.62 -5.39
C 3.27 -2.57 -4.43
C 2.49 -2.55 -3.31
F 2.57 -1.48 -2.52
C 1.56 -3.58 -2.99
C 0.74 -3.54 -1.85
C 0.92 -2.58 -0.82
N 1.07 -1.80 0.02
C -0.36 -4.42 -1.65
N -1.27 -5.10 -1.47
F 4.06 -1.52 -4.66
C 3.99 -3.62 -6.57
C 5.05 -2.70 -6.81
N 5.94 -2.01 -7.06
C 3.77 -4.53 -7.65
N 3.62 -5.22 -8.56
C -0.06 -0.12 -6.54
C -0.19 -0.85 -5.22
O -1.07 -0.11 -4.38
P -1.04 -0.33 -2.74
O -2.40 0.50 -2.46
C -3.67 -0.12 -2.70
C -4.34 0.49 -3.91
O 0.03 0.85 -2.24
C 0.05 2.11 -2.95
C 1.31 2.19 -3.79
H 0.59 -0.68 -7.21
H 0.37 0.87 -6.38
H -1.03 0.00 -7.01
H 0.79 -0.97 -4.76
H -0.60 -1.85 -5.38
H -4.27 0.06 -1.80
H -3.55 -1.20 -2.81
H -4.38 1.57 -3.80
H -5.36 0.11 -4.00
H -3.78 0.25 -4.82
H 0.01 2.89 -2.20
H -0.84 2.19 -3.57
H 2.20 2.34 -3.18
H 1.23 3.01 -4.51
H 1.45 1.26 -4.34
S 5.11 0.26 0.35
C 3.53 0.33 0.00
N 2.39 0.39 -0.25
*
```

Results
⟨S²⟩: 2.0461
E_HOMO (alpha / beta) in eV: -3.450 / -3.884

Results of the Löwdin charge analysis, in e, for atoms 1 through 6: atom 1 (Ti): 0.880, atom 2 (C): -0.052, atom 3 (C): -0.552, atom 4 (C): -0.047, atom 5 (C): -0.063, atom 6 (C): -0.152

model A is favored, and the nearest alternative lies 63.7 kJ/mol above it.

Model A:
The following is a quantum chemistry calculation of a cluster of 2 separate species, H2I2Si in total, from the OMol25 dataset.

The geometry in ORCA input format:
```
! wB97M-V def2-TZVPD RIJCOSX def2/J DEFGRID3
* xyz 0 1
Si 0.99 0.88 0.62
I 7.82 0.31 0.12
I 2.58 -0.74 -0.28
H 0.22 -0.04 1.51
H 0.92 2.12 -0.19
*
```

Results
E_HOMO (alpha / beta) in eV: -9.866 / -7.402

Atom-resolved charges from Löwdin, all expressed in e: atom 1 (Si): 0.109, atom 2 (I): -0.005, atom 3 (I): 0.217, atom 4 (H): -0.163, atom 5 (H): -0.158

Model B:
The following is a quantum chemistry calculation of a cluster of 2 separate species, H2I2Si in total, from the OMol25 dataset.

The geometry in ORCA input format:
```
! wB97M-V def2-TZVPD RIJCOSX def2/J DEFGRID3
* xyz 0 1
Si 0.84 -0.03 0.21
I -3.16 1.71 0.27
I 1.29 -2.35 0.21
H -0.71 0.23 0.15
H 1.74 0.44 -0.84
*
```

Results
E_HOMO (alpha / beta) in eV: -7.898 / -7.895

Atom-resolved charges from Löwdin, all expressed in e: atom 1 (Si): 0.271, atom 2 (I): -0.336, atom 3 (I): 0.449, atom 4 (H): -0.230, atom 5 (H): -0.154

model A is favored, and the nearest alternative lies 36.3 kJ/mol above it.

Model A:
The following is a quantum chemistry calculation of a cluster of 2 separate species, C3H13N2O in total, from the OMol25 dataset.

The geometry in ORCA input format:
```
! wB97M-V def2-TZVPD RIJCOSX def2/J DEFGRID3
* xyz 1 1
C -0.31 1.19 -1.51
N -1.74 0.91 -1.08
C 0.46 -0.12 -1.40
N 0.57 -0.44 0.09
C 1.96 -0.36 0.65
H -0.38 1.37 -2.59
H 0.02 2.01 -0.89
H -2.38 1.60 -1.44
H -1.72 0.98 -0.07
H -0.11 -0.85 -1.97
H 1.44 0.04 -1.86
H 0.18 -1.39 0.21
H -0.11 0.02 0.70
H 2.44 -1.25 0.28
H 2.38 0.60 0.31
H 1.88 -0.09 1.70
H -1.34 -1.99 3.43
H -2.06 -0.92 2.66
O -1.19 -1.32 2.76
*
```

Results
E_HOMO in eV: -13.749

Results of the Löwdin charge analysis, in e, for atoms 1 through 6: atom 1 (C): -0.224, atom 2 (N): 0.003, atom 3 (C): -0.114, atom 4 (N): 0.000, atom 5 (C): 0.021, atom 6 (H): 0.130

Model B:
The following is a quantum chemistry calculation of a cluster of 2 separate species, C3H13N2O in total, from the OMol25 dataset.

The geometry in ORCA input format:
```
! wB97M-V def2-TZVPD RIJCOSX def2/J DEFGRID3
* xyz 1 1
C -0.74 1.31 1.23
N -1.33 0.34 2.22
C -0.73 0.59 -0.13
N -0.18 -0.82 0.14
C 1.24 -1.11 0.51
H -1.42 2.15 1.23
H 0.26 1.63 1.49
H -2.36 0.55 2.06
H -1.04 0.37 3.20
H -1.74 0.36 -0.48
H -0.01 1.08 -0.80
H -0.59 -1.40 -0.57
H -0.62 -0.95 1.10
H 1.51 -2.05 -0.06
H 1.88 -0.42 0.00
H 1.31 -1.16 1.59
H 1.49 -1.07 -3.51
H 1.67 0.35 -4.24
O 1.43 -0.11 -3.42
*
```

Results
E_HOMO in eV: -14.413

Results of the Löwdin charge analysis, in e, for atoms 1 through 6: atom 1 (C): -0.210, atom 2 (N): -0.012, atom 3 (C): -0.091, atom 4 (N): -0.039, atom 5 (C): 0.015, atom 6 (H): 0.117

model B is favored, and the nearest alternative lies 10.3 kJ/mol above it.